Model a:
14
Properties=species:S:1:pos:R:3 method="wB97M-V/def2-TZVPD" e_homo_ha=-0.29844
C -1.8656 0.9894 0.0057
C 0.0914 -0.7101 0.7533
C 1.1133 -1.4524 -0.1094
C 1.0178 0.0634 -0.2764
H -1.3952 1.7733 0.7907
H -1.7463 1.2677 -1.2997
H -3.1745 1.0449 0.4002
H 0.0557 -0.3144 1.7548
H 0.5224 -1.9032 -1.0735
H 1.9682 -2.2022 0.3155
H 0.4372 0.3646 -1.1324
H 2.7048 0.9850 -0.3452
O 1.8290 0.8953 0.2099
S -1.5582 -0.8014 0.0066

Model b:
14
Properties=species:S:1:pos:R:3 method="wB97M-V/def2-TZVPD" e_homo_ha="-0.32158 / -0.32157" smiles="C=CO.CC=S"
C 1.1240 1.1878 -1.8327
C -0.1350 0.9686 -2.1619
O -0.5903 0.0266 -2.8969
H 1.9850 0.6411 -2.1632
H 1.4021 2.0488 -1.2878
H -1.0072 1.5233 -1.7771
H -0.0326 -0.7479 -2.7000
C -0.7379 -1.4510 1.8860
C 0.3148 -1.8855 0.9737
S 1.7109 -1.0271 0.7170
H -1.6171 -2.0847 1.7515
H -1.0226 -0.4928 1.5436
H -0.5270 -1.3698 3.0463
H 0.3341 -2.8797 0.5188

Most stable: model b. Least stable: model a.

Model a:
14
Properties=species:S:1:pos:R:3 method="wB97M-V/def2-TZVPD" e_homo_ha=-0.31696
C -1.3756 0.5535 0.1017
C -0.2868 -0.2648 0.6434
C 0.1282 -1.4779 -0.2653
C 1.1073 0.3736 0.5377
H -2.1074 0.8220 1.8328
H -2.1908 -0.1074 -0.3322
H -0.8799 1.0821 -0.7994
H -0.3805 -0.6372 1.6874
H -0.6930 -1.8322 -0.8415
H 0.7139 -2.2165 0.3479
H 1.9107 -0.0080 1.1284
H 1.1154 1.4733 0.6426
O -1.8596 1.4180 1.0723
S 1.2468 -0.3142 -1.1468

Model b:
14
Properties=species:S:1:pos:R:3 method="wB97M-V/def2-TZVPD" e_homo_ha=-0.31286 smiles="OCCCC=S"
O -1.3115 -0.8656 -0.9973
C -0.9927 -0.9736 0.3950
C -0.3020 0.3025 0.8621
C 0.4309 1.0242 -0.2650
C 1.6485 0.2345 -0.7527
S 2.4171 -0.9101 0.0406
H -2.3451 -1.0819 -1.1505
H -0.0932 -1.6281 0.5502
H -1.8599 -1.1244 1.1146
H -0.9328 1.0337 1.2988
H 0.5806 0.2039 1.5957
H -0.1619 1.2735 -1.1277
H 0.9008 1.9564 0.1468
H 2.0212 0.5549 -1.7105

Most stable: model a. Least stable: model b.

Model a:
14
Properties=species:S:1:pos:R:3 method="wB97M-V/def2-TZVPD" e_homo_ha=-0.34009 smiles="C=C(CO)CS"
C -0.2516 -0.0226 1.4550
C -0.0614 -0.1425 0.1473
C 0.9713 -1.1143 -0.4120
O 1.4233 -2.0553 0.5485
C -0.6576 0.8025 -0.8562
S -2.0690 1.7491 -0.3387
H -1.0812 0.6590 1.8280
H -0.0248 -0.9156 2.0834
H 0.5481 -1.5970 -1.3521
H 1.8499 -0.6625 -0.9045
H 1.7883 -1.5687 1.2612
H 0.1300 1.5436 -1.1104
H -0.8833 0.3838 -1.7953
H -1.6821 2.9405 -0.5542

Model b:
14
Properties=species:S:1:pos:R:3 method="wB97M-V/def2-TZVPD" e_homo_ha=-0.33201 smiles=SCC[C@H]1CO1
S 0.3212 1.5184 -1.2298
C 0.4045 -0.2246 -1.5818
C -0.4830 -1.0166 -0.5017
C 0.1916 -0.9582 0.9674
C -0.2897 0.0956 1.9102
O -0.6894 -1.2432 2.0723
H 1.3288 1.9051 -1.9947
H 1.3786 -0.5892 -1.4117
H 0.2893 -0.2840 -2.6499
H -0.5130 -2.0624 -0.7499
H -1.4778 -0.6018 -0.5168
H 1.1836 -1.3226 1.1016
H 0.3618 0.4273 2.7434
H -1.1146 0.8022 1.8113

Model c:
14
Properties=species:S:1:pos:R:3 method="wB97M-V/def2-TZVPD" e_homo_ha=-0.32955 smiles="CC[C@H](O)C=S"
C 1.7931 -0.7589 -0.1689
C 0.2488 -0.6312 0.1933
C -0.5449 0.5650 -0.3034
O 0.3102 1.6848 -0.0682
C -1.8336 0.5224 0.4802
S -3.1045 -0.2656 -0.2038
H 1.7267 -0.5532 -1.2629
H 2.1033 -1.8981 0.0507
H 2.3517 -0.0289 0.5123
H 0.0987 -0.7838 1.3555
H -0.4492 -1.4635 -0.3849
H -1.0522 0.4083 -1.3440
H 0.0513 2.5456 -0.5485
H -1.6994 0.6572 1.6926

Most stable: model a. Least stable: model c.

Model a:
18
Properties=species:S:1:pos:R:3 method="wB97M-V/def2-TZVPD" charge=+1 e_homo_ha=-0.47143
C 2.4567 0.4925 0.0603
C 1.4737 -0.2114 -0.3680
C 3.4513 1.3617 0.2545
C -1.9680 1.5353 -0.4122
C 0.5390 -1.0382 -0.6362
C -1.8757 0.6349 0.5102
N 0.0219 -2.0216 0.2321
O -2.4141 -0.5750 0.4958
H 3.7473 1.7490 -0.6616
H 3.6306 1.8887 1.2429
H -2.7032 1.4742 -1.1708
H -1.8133 2.6405 -0.3054
H 0.1914 -1.0240 -1.6047
H -1.1749 0.7159 1.3517
H -0.9559 -1.8166 0.5838
H 0.7915 -2.2201 0.8826
H -0.2067 -2.8742 -0.3919
H -3.1916 -0.7115 -0.0631

Model b:
18
Properties=species:S:1:pos:R:3 method="wB97M-V/def2-TZVPD" charge=+1 e_homo_ha=-0.49099
C 0.3286 2.2060 1.9725
C -0.7433 1.9394 1.1919
C -1.6354 0.2061 -0.6380
C -0.5284 -0.7623 1.0194
C 0.5321 -0.2493 0.1755
C -0.8518 0.6197 0.4260
N 1.1936 -2.0346 -2.5297
O -2.3619 -0.0418 -1.4729
H 0.2317 3.2372 2.3152
H 1.1374 1.5109 2.1688
H -1.6131 2.7290 1.1564
H -1.0494 -1.6014 0.6420
H -0.3551 -0.8427 2.0487
H 1.3198 0.3180 0.4426
H 0.6668 -0.7988 -0.8304
H 1.3742 -2.9313 -2.1365
H 1.9622 -1.4059 -2.7550
H 0.3920 -2.0978 -3.1964

Most stable: model b. Least stable: model a.

Model a:
18
Properties=species:S:1:pos:R:3 method="wB97M-V/def2-TZVPD" charge=+1 e_homo_ha=-0.50599
C 0.3103 -0.5208 -2.0874
C 1.6852 -1.0011 0.0339
C -0.4778 0.4042 -1.3064
C -1.2350 1.0992 -0.6994
C -2.0391 1.8239 0.2019
C 0.5237 -1.0680 2.1766
N 0.5598 -1.0158 0.9386
O 1.0008 -1.5083 -1.1854
H 1.0931 0.1687 -2.6150
H -0.2554 -1.2397 -2.8529
H 1.8623 0.0740 -0.2290
H 2.5588 -1.5570 0.1826
H -2.6869 1.1866 0.8174
H -1.3456 2.0941 0.9010
H -2.4898 2.6511 -0.3062
H -0.5100 -0.9355 2.5550
H 0.2407 -1.9469 -0.9337
H 1.3843 -1.0833 2.7454

Model b:
18
Properties=species:S:1:pos:R:3 method="wB97M-V/def2-TZVPD" charge=+1 e_homo_ha=-0.49197
C 2.1616 -0.5085 0.2897
N 1.0474 -0.3723 -0.5462
C -0.0242 0.1042 -0.0319
C -0.2586 0.6488 1.2025
C -1.1490 1.0451 -0.1117
C -2.5471 0.5516 -0.3678
C -2.6188 -0.7698 -0.4808
O -1.5708 -1.4998 -0.3430
H 1.9178 -1.0000 1.3455
H 2.8222 -1.2089 -0.3186
H 2.7347 0.4627 0.4213
H 0.8019 -0.9328 -1.3819
H 0.5960 1.2755 1.4617
H -0.6319 0.2678 2.1463
H -0.8789 2.0196 -0.5708
H -3.3511 1.3140 -0.4759
H -3.5305 -1.0612 -0.8133
H -1.0306 -1.0969 0.4329

Most stable: model b. Least stable: model a.

Model a:
21
Properties=species:S:1:pos:R:3 method="wB97M-V/def2-TZVPD" e_homo_ha=-0.34846 smiles="CCN(C)C=O.O.O"
C -0.0759 0.6722 0.4745
C -0.5506 -0.2790 1.5935
N 0.5452 -0.9358 2.2756
C 0.2887 -2.2722 2.7681
C 1.5193 -0.2040 2.8907
O 2.3438 -0.7216 3.6127
H 0.3818 1.6205 0.7676
H -0.8244 0.9071 -0.2797
H 0.7600 0.1607 -0.0126
H -1.0931 -1.0056 0.9990
H -1.1757 0.3247 2.2523
H 0.2057 -2.2630 3.8491
H 1.0464 -3.0199 2.5320
H -0.6321 -2.6382 2.3325
H 1.3969 0.8669 2.6924
O -2.1924 3.6968 -4.6412
H -2.8401 3.0013 -4.6133
H -1.5057 3.1003 -4.2917
O 0.5673 -0.1052 -5.2731
H 0.3094 -0.8196 -4.6876
H 1.5255 -0.0863 -5.2408

Model b:
21
Properties=species:S:1:pos:R:3 method="wB97M-V/def2-TZVPD" e_homo_ha=-0.35997 smiles="CCCNC=O.O.O"
C 0.7534 -1.7810 -1.2520
C -0.5953 -2.1118 -0.5695
C -1.3654 -0.8266 -0.2282
N -1.5139 0.0721 -1.3321
C -1.3465 1.4397 -1.1748
O -0.9496 1.8434 -0.0931
H 1.4653 -1.6930 -0.4091
H 0.7535 -0.8647 -1.8258
H 1.0998 -2.5369 -1.9540
H -0.4842 -2.7857 0.2824
H -1.1187 -2.6499 -1.3721
H -0.7430 -0.3949 0.5904
H -2.2865 -0.8696 0.3718
H -1.7885 -0.2373 -2.2500
H -1.6083 2.0499 -2.0202
O 2.5369 2.3885 1.2372
H 3.4405 2.1347 0.9971
H 2.0636 2.6288 0.4145
O 0.3354 1.1162 3.8248
H 1.1349 1.6733 3.8603
H 0.2166 1.4047 2.9024

Most stable: model b. Least stable: model a.

Model a:
21
Properties=species:S:1:pos:R:3 method="wB97M-V/def2-TZVPD" e_homo_ha=-0.32310 smiles="CCNCC=O.O.O"
C 2.6299 -0.0176 -0.3666
C 1.5061 -1.0608 -0.3492
N 0.5382 -0.7801 0.7710
C -0.7781 -1.2924 0.5536
C -1.5711 -1.2212 1.8912
O -1.4684 -0.2410 2.5959
H 2.2779 0.8615 -1.0607
H 3.5012 -0.4592 -0.7705
H 2.8400 0.3669 0.6573
H 2.0772 -2.0201 -0.1173
H 0.9527 -1.1356 -1.2210
H 0.5743 0.2674 0.9730
H -1.4544 -0.7806 -0.2210
H -0.9402 -2.3107 0.2057
H -2.0829 -2.1100 2.0842
O 0.1432 2.3478 -2.5225
H -0.6580 2.3597 -2.1108
H 0.1813 1.4773 -2.9181
O -2.4556 1.9267 0.4531
H -2.5514 1.7274 1.4437
H -3.2619 2.0947 0.0290

Model b:
21
Properties=species:S:1:pos:R:3 method="wB97M-V/def2-TZVPD" e_homo_ha=-0.33949 smiles=CNC(CO)CO.O
C -1.5415 1.1695 -1.2661
N -1.0233 -0.1270 -0.7477
C 0.3300 -0.0341 -0.2269
C 0.6114 -1.1113 0.8292
O 1.7042 -0.6698 1.6801
C 1.4616 0.0074 -1.2527
O 2.6695 0.5323 -0.7875
H -2.6146 1.0826 -1.2550
H -1.0811 1.4163 -2.2152
H -1.1697 1.9395 -0.6044
H -1.0326 -0.7688 -1.5371
H 0.3459 0.8427 0.4390
H 1.0510 -2.0466 0.4686
H -0.2740 -1.3566 1.4051
H 1.3301 -0.2839 2.4781
H 1.1964 0.6095 -2.1212
H 1.5716 -1.0380 -1.5815
H 2.8756 0.2830 0.1197
O -2.0185 -0.2686 2.3774
H -2.9146 -0.3821 2.0551
H -1.4775 0.2039 1.7430

Most stable: model b. Least stable: model a.

Model a:
21
Properties=species:S:1:pos:R:3 method="wB97M-V/def2-TZVPD" e_homo_ha=-0.30857
N -0.9394 1.0002 -1.4620
C 0.0678 0.4250 -0.9031
C 1.3646 1.0632 -0.9378
C 0.8248 -1.5179 0.4279
C -0.1692 -0.8685 -0.2844
H -0.8182 2.0213 -1.4027
H -1.9423 0.6578 -0.9593
H 2.0593 0.3164 -1.3504
H 1.8183 1.2036 0.0517
H 0.6761 -2.5001 0.8499
H 1.7703 -1.4833 -0.1722
H -1.2259 -1.1746 -0.2777
H -3.7731 -0.0759 -0.5804
H 1.4362 1.9438 -1.5615
O -2.8510 -0.0680 -0.3351
H 1.1259 -0.8031 1.2440
H 3.9930 -0.4434 1.0703
O 3.1847 -0.4080 0.5456
H -2.3665 0.2617 2.8054
H -2.4126 0.2656 1.2134
O -1.8229 0.1843 2.0185

Model b:
21
Properties=species:S:1:pos:R:3 method="wB97M-V/def2-TZVPD" e_homo_ha=-0.30244 smiles="C=CC(=C)N.O.O.O"
C -1.0017 -2.5315 -0.5700
C 0.2598 -2.3294 -0.2034
C 0.7071 -1.1032 0.4813
C 0.1749 0.1244 0.4636
N 1.9607 -1.2876 1.1147
H -1.3208 -3.3694 -1.1743
H -1.7356 -1.7598 -0.3649
H 0.9980 -3.1063 -0.3623
H -0.8202 0.2962 0.0820
H 0.7663 0.9239 0.8773
H 2.5262 -2.0748 0.8426
H 2.3427 -0.4039 1.3964
O -1.8282 2.0937 -1.8231
H -1.0290 1.5443 -1.8584
H -2.6223 1.5866 -2.0049
O -0.5289 1.8533 2.6861
H -1.0024 1.0251 2.8589
H -1.0696 2.2534 1.9928
O 0.8696 2.0855 -1.8177
H 0.9851 2.8201 -1.1953
H 1.3684 1.3591 -1.4215

Most stable: model b. Least stable: model a.

Model a:
10
Properties=species:S:1:pos:R:3 method="wB97M-V/def2-TZVPD" e_homo_ha=-0.32086 smiles="O=c1[nH]nc(O)[nH]1"
O -2.4692 -0.5564 -0.2103
C -1.3184 -0.1620 0.0343
N -0.8234 1.0519 0.0220
N 0.5069 1.0983 -0.0597
C 0.8839 -0.1295 -0.0579
O 2.1691 -0.5239 -0.1951
N -0.1590 -0.9844 0.0662
H -1.3210 1.9054 -0.1367
H 2.8240 0.2800 0.1856
H -0.2929 -1.9794 0.3515

Model b:
10
Properties=species:S:1:pos:R:3 method="wB97M-V/def2-TZVPD" e_homo_ha=-0.34546 smiles="Nn1ncoc1=O"
N 2.1780 -0.3098 0.2789
N 0.7447 -0.3013 -0.3210
N 0.0234 -1.4392 -0.1375
C -1.2543 -1.1296 0.0003
O -1.5487 0.1521 0.2715
C -0.2316 0.7660 -0.1440
O -0.2339 2.0448 -0.0869
H 1.8098 0.4220 1.1085
H 2.8645 0.1882 -0.5112
H -2.1207 -1.6511 0.0452

Model c:
10
Properties=species:S:1:pos:R:3 method="wB97M-V/def2-TZVPD" e_homo_ha=-0.35209
N -1.8922 -0.0350 -0.0130
C -0.5431 -0.1586 -0.1631
N -0.1199 -1.3605 0.6347
O 1.0604 -1.5397 0.6305
C 3.2053 0.5035 0.1018
O 2.8902 0.9806 1.0859
N 0.3133 0.5277 -0.7914
H -2.4199 0.5767 -0.6140
H -2.3827 -0.8064 0.4139
H -0.1114 1.3118 -1.2853

Model d:
10
Properties=species:S:1:pos:R:3 method="wB97M-V/def2-TZVPD" e_homo_ha=-0.33386
O 2.2449 0.4086 -0.1087
N 1.4648 -0.8759 0.1364
C 0.2665 -0.4526 0.1060
C -0.0008 0.9900 0.0618
N -1.3008 1.1236 -0.0288
N -2.0390 -0.0850 -0.0701
O -0.9308 -1.1361 -0.1260
H 3.2697 0.0779 -0.1630
H 0.4212 2.0566 0.2514
H -2.6732 -0.6771 0.5198

Most stable: model a. Least stable: model d.

Model a:
13
Properties=species:S:1:pos:R:3 method="wB97M-V/def2-TZVPD" e_homo_ha="-0.28695 / -0.28018"
C 0.6426 0.8559 -0.0420
C 0.9009 2.1114 0.0220
C 0.7703 -0.5771 0.0190
C -0.5579 -1.3361 -0.3644
N -1.6581 -0.8980 0.3863
S -2.0328 0.6419 -0.0243
H 0.1210 2.9230 -0.2431
H 1.9118 2.4130 0.2180
H 1.5092 -0.9763 -0.6808
H 1.1137 -0.8862 0.9978
H -0.7648 -1.1484 -1.3672
H -0.3719 -2.4468 -0.3526
H -1.5840 -0.6763 1.4313

Model b:
13
Properties=species:S:1:pos:R:3 method="wB97M-V/def2-TZVPD" e_homo_ha=-0.31018 smiles="C=CCNC=S"
C -1.8752 0.4757 -0.5942
C -1.3072 -0.6244 -0.1322
C 0.1087 -0.8750 0.2202
N 0.7539 0.4280 0.2114
C 2.0828 0.6645 0.1997
S 3.2462 -0.2900 -0.4256
H -1.3092 1.4285 -0.7027
H -2.9416 0.5352 -0.7872
H -1.9226 -1.5367 0.0064
H 0.1672 -1.3998 1.2453
H 0.5483 -1.5802 -0.5132
H 0.1740 1.1394 0.6454
H 2.2749 1.6348 0.6266

Most stable: model b. Least stable: model a.

Model a:
22
Properties=species:S:1:pos:R:3 method="wB97M-V/def2-TZVPD" e_homo_ha="-0.32144 / -0.32144"
C 2.0724 -3.5976 1.4296
C 1.7913 -2.5615 0.9070
C -1.4878 1.3229 2.2568
C -1.9035 2.2756 1.3669
C -0.6171 0.2566 1.9812
C -1.5393 2.1860 0.0505
C -0.2398 0.2385 0.6504
C -0.6259 1.2195 -0.2654
C 0.4891 -0.6964 -0.0990
C 0.7351 -0.4155 -1.3550
C 0.1086 0.9325 -1.6485
C 1.2609 -1.4127 -2.3837
H 2.5605 -4.4299 1.9319
H -2.0591 1.3440 3.2775
H -2.7528 3.0385 1.6400
H -0.2856 -0.3866 2.7860
H -1.9056 2.8475 -0.6022
H -0.4576 0.8566 -2.5574
H 0.9407 1.6660 -1.6514
H 1.0354 -0.9216 -3.2950
H 0.5923 -2.2322 -2.2625
H 2.2880 -1.5303 -2.1577

Model b:
22
Properties=species:S:1:pos:R:3 method="wB97M-V/def2-TZVPD" e_homo_ha=-0.31424 smiles=c1ccc(-c2ccccc2)cc1
C -2.9224 1.9478 -0.2837
C -2.9961 0.6029 -0.5033
C -1.8628 -0.2218 -0.4502
C -0.5530 0.4148 -0.0874
C 0.6206 -0.4286 -0.0079
C 1.5353 -0.3492 1.0976
C 2.5567 -1.0633 1.1741
C 2.9803 -1.9229 0.2185
C 2.1391 -2.0533 -0.9244
C 0.9743 -1.2212 -1.0280
C -0.6463 1.7918 0.2436
C -1.7876 2.5304 0.2293
H -3.7697 2.5346 -0.3677
H -3.9991 0.0450 -0.9602
H -1.7668 -1.3203 -0.5972
H 1.0624 0.3020 2.0726
H 3.3081 -1.1370 2.2529
H 3.7181 -2.2851 0.4866
H 2.4815 -2.4751 -1.6501
H 0.4988 -1.4198 -1.8381
H 0.3826 2.1577 0.4744
H -1.9542 3.5706 0.4485

Most stable: model b. Least stable: model a.

Model a:
11
Properties=species:S:1:pos:R:3 method="wB97M-V/def2-TZVPD" e_homo_ha=-0.33415
C 1.3469 0.3023 -0.3816
C -1.1587 -0.4881 -0.6376
H 0.5348 0.4147 2.9320
H 2.3348 0.3030 -0.9027
H 0.2557 -0.6373 -1.9855
H -1.3457 -1.8891 -0.6744
H -1.5066 1.4348 0.0926
N 1.4972 0.3963 0.8705
N 0.2401 -0.1981 -1.1283
N -1.9287 0.2817 0.0273
S -0.2696 0.0799 1.7877

Model b:
11
Properties=species:S:1:pos:R:3 method="wB97M-V/def2-TZVPD" e_homo_ha=-0.33490
C 0.1180 -0.5709 -1.1623
C 0.8183 0.3678 0.9605
H -1.6534 -0.5710 -1.7979
H -1.6164 -0.3828 0.0841
H -0.1019 -1.4983 -3.0826
H 1.7794 -0.8407 -0.2901
H 1.8570 0.8165 1.1762
N -1.0638 0.0314 -1.0161
N 0.5304 -1.1285 -2.2867
N 0.8388 -0.6579 -0.0068
S -0.5012 0.9987 1.7680

Most stable: model b. Least stable: model a.